60
Properties=species:S:1:pos:R:3:nbo_charge:R:1 method="wB97M-V/def2-TZVPD" lumo_ev=0.10 charge=-1 orbital_gap_ev=5.09 spin_multiplicity=1 relative_energy_ev=0.0000 total_energy_ha=-15510.91468
Ti -0.09 0.04 -0.70 1.4223
C 2.48 3.14 -1.30 -0.6451
C 2.13 2.49 0.00 0.2559
N 3.00 2.48 0.97 -0.4385
C 2.68 1.85 2.12 -0.0017
C 1.52 1.16 2.32 -0.0798
C 1.18 0.53 3.65 -0.0784
O 2.17 0.72 4.65 -0.7110
C 0.54 1.11 1.28 -0.1182
C -0.56 0.17 1.31 -0.3122
N -1.66 0.32 0.48 -0.6912
C -2.37 1.52 0.58 0.2275
C -2.30 2.31 1.73 -0.2671
C -2.98 3.51 1.84 -0.2016
C -3.78 3.96 0.80 -0.2516
C -3.88 3.18 -0.35 -0.2140
C -3.19 1.99 -0.45 -0.2219
I -3.35 0.92 -2.23 0.2288
C 0.84 1.88 0.12 0.1107
O 0.00 1.88 -0.95 -0.7230
H 3.46 3.60 -1.22 0.2284
H 1.73 3.89 -1.58 0.2270
H 2.48 2.39 -2.09 0.2395
H 3.42 1.90 2.91 0.2002
H 1.06 -0.55 3.56 0.1964
H 0.21 0.92 3.99 0.1718
H 2.20 1.66 4.87 0.4652
H -0.51 -0.65 2.02 0.2232
H -1.70 1.97 2.56 0.2105
H -2.89 4.09 2.75 0.2059
H -4.32 4.89 0.87 0.2079
H -4.50 3.51 -1.18 0.2175
Se -5.25 0.18 -8.51 -0.5663
Sb -3.47 -1.05 -7.62 0.7569
Se -0.17 -1.36 -3.03 -0.4066
Se -1.35 -1.68 -5.01 -0.0841
Se -2.92 0.08 -5.48 -0.2807
F 5.23 -1.04 4.29 -0.2921
C 4.51 -1.18 3.17 0.2818
C 4.95 -0.63 1.98 0.2445
F 6.10 0.05 1.96 -0.2961
C 4.19 -0.77 0.84 0.3775
F 4.67 -0.22 -0.28 -0.3032
C 2.97 -1.44 0.83 -0.3294
Se 2.00 -1.66 -0.81 -0.2127
C 2.57 -1.99 2.03 0.3642
F 1.41 -2.65 2.12 -0.3076
C 3.32 -1.87 3.19 0.2448
F 2.88 -2.40 4.34 -0.2956
C -1.28 -4.80 -3.09 -0.4235
N -1.84 -4.34 -1.84 -0.6023
C -2.83 -3.42 -1.70 0.3051
N -3.59 -3.16 -2.80 -0.8246
S -3.12 -2.67 -0.24 -0.2639
H -0.73 -5.72 -2.90 0.2068
H -0.60 -4.07 -3.53 0.2108
H -2.07 -5.04 -3.80 0.1932
H -1.24 -4.36 -1.03 0.4160
H -3.15 -3.25 -3.70 0.3930
H -4.18 -2.35 -2.69 0.4108

48
Properties=species:S:1:pos:R:3:nbo_charge:R:1 method="wB97M-V/def2-TZVPD" lumo_ev=2.54 charge=-1 orbital_gap_ev=6.15 spin_multiplicity=1 relative_energy_ev=0.5830 total_energy_ha=-1301.53232
Li -0.19 0.38 -0.01 0.8809
C -1.59 3.16 3.16 -0.2424
O -2.64 2.24 3.50 -0.5420
C -3.38 1.85 2.38 0.1810
C -4.71 2.18 2.37 -0.2525
C -5.48 1.88 1.25 -0.2965
C -4.96 1.17 0.18 -0.1966
C -3.58 0.86 0.21 -0.1825
C -3.08 0.00 -0.85 0.0710
N -1.84 -0.34 -0.97 -0.3422
N -1.53 -1.33 -1.87 -0.4699
C -0.24 -1.44 -2.03 0.5422
O 0.61 -0.62 -1.51 -0.8452
C 0.22 -2.65 -2.75 -0.0871
C -0.68 -3.65 -3.21 -0.1747
C -0.22 -4.74 -3.93 -0.2379
C 1.15 -4.94 -4.16 -0.2412
C 2.06 -4.02 -3.61 -0.2294
C 1.60 -2.90 -2.85 -0.1800
C -2.70 1.29 1.26 0.3456
O -1.47 0.97 1.26 -0.8377
H -2.04 4.21 3.10 0.1482
H -1.23 2.91 2.22 0.2084
H -0.80 3.13 3.97 0.1625
H -5.09 2.71 3.29 0.2084
H -6.50 2.34 1.23 0.1900
H -5.53 0.90 -0.68 0.1961
H -3.97 -0.37 -1.42 0.1463
H -1.79 -3.56 -2.96 0.2429
H -0.99 -5.46 -4.25 0.1989
H 1.40 -5.89 -4.62 0.2008
H 3.11 -4.25 -3.64 0.1964
H 2.35 -2.25 -2.45 0.2214
N 2.58 1.53 2.96 -0.5857
C 1.37 1.00 2.45 0.2432
N 1.50 0.55 1.24 -0.4975
C 2.84 0.71 0.87 0.0926
C 3.51 0.26 -0.28 -0.1793
C 4.80 0.66 -0.39 -0.2379
C 5.41 1.38 0.56 -0.2122
C 4.83 1.67 1.79 -0.2752
C 3.54 1.38 1.92 0.1556
H 2.64 2.16 3.73 0.4096
H 0.41 1.01 2.93 0.2425
H 3.08 -0.26 -1.06 0.2492
H 5.36 0.34 -1.27 0.2060
H 6.46 1.68 0.41 0.1999
H 5.40 2.16 2.55 0.2061

45
Properties=species:S:1:pos:R:3:nbo_charge:R:1 method="wB97M-V/def2-TZVPD" lumo_ev="0.03 / -0.60" charge=0 orbital_gap_ev="5.90 / 7.26" spin_multiplicity=4 total_energy_ha=-2568.80778
V -0.04 0.08 -0.02 0.7537
C 4.19 -0.73 0.04 -0.2771
C 4.69 0.59 0.03 -0.1979
C 3.79 1.62 0.01 -0.1935
C 2.41 1.37 0.01 0.0750
N 1.92 0.07 0.02 -0.6375
C 2.85 -0.93 0.04 0.0687
C 1.42 2.41 0.00 0.2119
C 1.71 3.78 -0.01 -0.2323
C 0.69 4.69 -0.02 -0.1633
C -0.64 4.24 -0.02 -0.2873
C -0.88 2.89 -0.02 0.0779
N 0.12 1.97 -0.01 -0.5870
H 4.86 -1.58 0.05 0.2258
H 5.75 0.79 0.03 0.2186
H 4.14 2.64 0.01 0.2147
H 2.47 -1.94 0.04 0.1978
H 2.73 4.11 -0.01 0.2167
H 0.91 5.75 -0.02 0.2198
H -1.47 4.93 -0.03 0.2278
H -1.88 2.49 -0.02 0.2344
S -2.07 -0.35 -0.04 -0.5038
Te -0.17 -2.68 0.05 0.5878
C -2.05 -3.55 -0.39 -0.2113
C -2.40 -3.82 -1.70 -0.2560
C -3.64 -4.39 -1.98 -0.1537
C -4.52 -4.68 -0.95 -0.2280
C -4.16 -4.41 0.36 -0.1955
C -2.93 -3.84 0.65 -0.2358
C 0.72 -4.64 0.15 -0.2604
C 0.72 -5.31 1.37 -0.1747
C 1.21 -6.61 1.45 -0.2283
C 1.71 -7.24 0.32 -0.2098
C 1.71 -6.57 -0.90 -0.1983
C 1.22 -5.27 -0.98 -0.2446
H -1.72 -3.58 -2.51 0.2184
H -3.91 -4.60 -3.01 0.2057
H -5.48 -5.12 -1.17 0.2124
H -4.85 -4.63 1.17 0.2130
H -2.66 -3.61 1.67 0.2216
H 0.34 -4.82 2.25 0.2124
H 1.21 -7.13 2.40 0.2150
H 2.09 -8.25 0.38 0.2145
H 2.09 -7.06 -1.79 0.2137
H 1.22 -4.75 -1.93 0.2192